Computed, not measured: a cluster of 3 separate species, C23H31F6N2O8P in total at a distorted geometry, with the ωB97M-V functional and the def2-TZVPD basis.

Highest occupied orbital energy = -8.19 eV
Charge = 0
Gap between HOMO and LUMO = 8.5 eV
Strongest force on any atom = 0.0883 Eh/bohr
Calculated total energy = -2546.861455 Eh
SMILES string = CNC[C@]1(c2ccncc2)OC(=O)[C@H](P(C)O)[C@H]1C[C@H]1CO1.CCOC(=O)C(F)(F)F.CCOC(=O)C(F)(F)F

Last column: Mulliken charge in e.
Atoms and positions in Å:
C  2.9102  0.1691  2.4421  -0.59
N  1.9975  1.3216  2.6562  -0.28
C  0.7381  1.2126  1.8722  -1.18
C  0.6154  2.5180  0.9377  1.72
C  1.4528  2.3731  -0.3500  -0.20
C  1.9646  1.0756  -0.8297  -0.36
C  2.6952  1.0964  -2.0715  -0.50
N  2.9961  2.1210  -2.8907  -0.62
C  2.5778  3.3338  -2.4594  -0.44
C  1.8334  3.4673  -1.2277  -0.24
O  1.0629  3.5378  1.8879  -0.40
C  0.0391  3.8326  2.7862  0.23
O  0.1779  4.2750  3.8797  -0.56
C  -1.3661  3.4568  2.1729  -0.26
P  -2.5185  2.3039  3.0993  -0.02
C  -3.1105  0.9646  1.8957  -0.83
O  -3.9550  3.1848  3.4191  -0.49
C  -0.8870  3.0046  0.7474  -0.13
C  -1.1750  4.2685  -0.1470  -1.00
C  -1.7895  3.7677  -1.5848  0.00
C  -3.3973  3.5772  -1.5647  -0.71
O  -2.6200  4.7417  -2.2662  -0.49
H  2.3914  -0.8169  2.3415  0.11
H  3.5428  0.4231  1.5473  0.27
H  3.6299  0.1689  3.3055  0.35
H  1.7274  1.3505  3.6425  0.32
H  -0.0856  1.1810  2.6422  0.35
H  0.6464  0.2599  1.3016  0.28
H  1.8123  0.1285  -0.2836  0.40
H  3.0661  0.0963  -2.4118  0.39
H  2.7922  4.2254  -3.0847  0.35
H  1.5341  4.5055  -0.9493  0.23
H  -1.9057  4.4433  2.2570  0.69
H  -3.4831  1.4713  0.9590  0.24
H  -2.2896  0.2506  1.6455  0.17
H  -3.9997  0.4431  2.3419  0.42
H  -4.6232  2.4854  3.5449  0.31
H  -1.4291  2.1836  0.2174  0.79
H  -0.3052  4.9161  -0.3886  0.26
H  -2.0171  4.9138  0.1917  0.40
H  -1.1790  3.0207  -2.2004  0.43
H  -3.9556  3.4099  -2.5067  0.44
H  -3.8796  4.0822  -0.6953  0.25
C  -3.5185  -4.9469  3.1792  -1.14
C  -2.1440  -5.1193  2.5663  -0.23
O  -1.4655  -3.8551  2.4656  -0.25
C  -0.8766  -3.4153  3.5823  -0.08
O  -0.8836  -3.9901  4.6315  -0.52
C  -0.1555  -2.0939  3.3132  1.31
F  -0.9062  -1.2311  2.6042  -0.27
F  0.9789  -2.2771  2.6085  -0.34
F  0.1928  -1.4592  4.4368  -0.27
H  -4.0980  -4.2099  2.6195  0.30
H  -4.0590  -5.8941  3.1830  0.38
H  -3.4494  -4.5856  4.2064  0.32
H  -2.2387  -5.5005  1.5493  0.33
H  -1.5405  -5.8363  3.1251  0.34
C  3.3665  -2.9656  -6.7003  -1.11
C  1.9608  -2.7394  -6.1833  -0.19
O  1.6213  -3.7116  -5.1786  -0.33
C  2.0787  -3.4655  -3.9482  0.37
O  2.7391  -2.5144  -3.6426  -0.50
C  1.6007  -4.5477  -2.9783  0.89
F  1.7512  -5.7846  -3.4819  -0.25
F  0.2940  -4.4022  -2.6857  -0.26
F  2.2653  -4.5181  -1.8170  -0.23
H  3.4824  -3.9898  -7.0601  0.31
H  3.5918  -2.2761  -7.5146  0.37
H  4.1051  -2.8191  -5.9107  0.31
H  1.2440  -2.8706  -6.9942  0.32
H  1.8312  -1.7266  -5.7981  0.30